C3H6N2S2 | wB97M-V/def2-TZVPD

- Kohn-Sham gap (eV) = 8.47
- energy relative to the best compared isomer or geometry (same formula, charge and spin) (kcal per mole) = 52.1
- SMILES string = CC(=S)S/C=N\N
- highest occupied orbital energy (eV) = -8.68

Structure (ORCA input):
```
! RIJCOSX wB97M-V def2-TZVPD def2/J DEFGRID3
* xyz 0 1
C -0.109 -1.833 0.280
C 0.289 -0.969 1.447
C 0.725 0.633 -0.757
H -0.485 -1.166 -0.649
H 0.950 -2.225 0.007
H -0.731 -2.710 0.583
H 1.366 -0.072 -1.304
H -1.322 2.838 -1.563
H -1.132 2.289 0.116
N 0.035 1.472 -1.386
N -0.721 2.490 -0.820
S 0.266 -1.394 3.033
S 0.869 0.647 1.012
*
```

Atom charges from the natural (NBO) analysis, given in e for atoms 1 to 6: -0.7088 -0.2699 -0.1801 0.2483 0.2480 0.2563

***

C16H28Br12O6S3 | wB97M-V/def2-TZVPD

- Kohn-Sham gap (eV) = 9.53
- energy relative to the best compared isomer or geometry (same formula, charge and spin) (kcal per mole) = 23.2
- highest occupied orbital energy (eV) = -10.03

Structure (ORCA input):
```
! RIJCOSX wB97M-V def2-TZVPD def2/J DEFGRID3
* xyz 0 1
C -3.345 3.025 0.097
C -4.364 3.969 0.702
C -4.692 4.968 -0.418
S -4.695 4.109 -1.946
O -4.056 4.827 -2.950
O -5.987 3.584 -2.241
C -3.788 2.706 -1.335
H -3.147 2.099 0.694
H -2.419 3.602 0.011
H -3.877 4.505 1.457
H -5.280 3.560 1.082
H -3.889 5.759 -0.603
H -5.663 5.462 -0.279
H -2.928 2.429 -1.957
H -4.545 1.943 -1.438
C 1.533 -1.242 1.157
C 2.345 0.055 0.988
C 1.594 0.924 -0.041
S -0.149 0.468 0.139
O -0.887 0.750 -1.052
O -0.615 0.938 1.452
C 0.216 -1.240 0.311
H 1.333 -1.427 2.256
H 2.121 -2.120 0.754
H 3.336 -0.192 0.516
H 2.625 0.661 1.870
H 1.911 0.680 -1.068
H 1.826 1.975 0.196
H 0.396 -1.587 -0.693
H -0.535 -1.756 0.862
C -1.355 -5.847 -2.047
C -1.892 -6.814 -0.915
C -0.802 -6.762 0.188
S -0.012 -5.142 0.104
O 1.382 -5.398 -0.255
O -0.421 -4.408 1.272
C -0.987 -4.578 -1.217
H -2.136 -5.673 -2.747
H -0.401 -6.149 -2.472
H -2.144 -7.829 -1.267
H -2.876 -6.465 -0.546
H 0.042 -7.446 -0.164
H -1.130 -6.928 1.226
H -0.305 -4.058 -1.883
H -1.832 -3.988 -0.897
C 0.612 5.613 -1.990
Br -0.385 6.956 -1.030
Br -0.169 3.844 -1.760
Br 2.482 5.932 -1.451
H 0.547 5.859 -3.044
C 6.255 0.058 3.213
Br 6.369 2.002 3.322
Br 6.744 -0.535 1.422
Br 4.544 -0.699 3.816
H 7.000 -0.334 3.912
C 3.598 -3.343 -2.250
Br 4.009 -5.072 -3.188
Br 2.436 -2.144 -3.213
Br 5.180 -2.592 -1.549
H 3.065 -3.665 -1.447
C 1.543 4.527 3.692
Br 2.314 3.927 5.449
Br 0.806 3.046 2.604
Br 2.807 5.527 2.643
H 0.736 5.146 3.946
*
```

Atom charges from the natural (NBO) analysis, given in e for atoms 1 to 6: -0.4053 -0.4039 -0.7048 2.2317 -0.9508 -0.9732

***

C4H4GdLi2O2 | wB97M-V/def2-TZVPD

- Kohn-Sham gap (alpha / beta) (eV) = 7.21 / 6.65
- highest occupied orbital energy (alpha / beta) (eV) = -19.37 / -19.16
- expectation value of S² = 16.494

Structure (ORCA input):
```
! RIJCOSX wB97M-V def2-TZVPD def2/J DEFGRID3
* xyz 3 8
O 2.026 2.263 -0.119
C 2.192 1.080 -0.574
C 1.755 -0.148 -0.443
Li 3.124 3.699 -0.443
Li 1.297 1.638 1.522
H 2.913 0.399 -1.414
C 1.724 -2.943 -0.614
C 2.590 -1.868 -0.209
O 0.477 -2.803 -0.767
H 2.118 -3.973 -0.602
H 3.558 -1.915 -0.731
H 2.729 -1.948 0.884
Gd -0.563 -0.899 -0.733
*
```

Atom charges from the Mulliken analysis, given in e for atoms 1 to 6: -0.9522 1.0990 -1.1824 0.9316 0.8436 0.3041